No. 1
Computed, not measured: a 9-piece molecular cluster, C28H48NO32S9 overall in a non-equilibrium geometry, with wB97M-V/def2-TZVPD.

```
118
C28H48NO32S9 (wB97M-V/def2-TZVPD)
C 11.641 2.449 -3.320
H 8.315 -1.815 -5.643
C -2.534 -1.469 -4.423
O -1.161 0.648 2.123
O 10.223 1.910 -6.265
O -4.667 2.180 -0.363
O 11.949 1.724 -4.518
H -3.523 5.234 -0.073
C 10.404 1.772 -2.771
H -2.750 3.824 0.694
O -7.070 -1.652 6.608
C 7.623 -1.007 -5.404
H -3.466 -2.270 4.180
O 7.230 -2.795 -2.646
H 10.652 0.840 -2.258
O -0.725 8.219 10.610
H -3.860 -3.600 -1.507
H 0.333 -5.481 -4.213
H -4.936 -3.694 -3.746
C 0.436 -1.513 -2.424
H -4.950 -0.995 2.343
H -6.551 -2.213 8.519
O 5.812 -2.216 -4.565
H -1.993 -7.050 -4.043
H -4.771 3.814 -1.609
S -1.611 -0.666 1.824
C 0.095 8.202 7.401
O -4.742 4.069 1.137
S 6.583 -1.692 -3.247
H 0.786 -1.238 -5.402
H -0.441 0.037 -3.760
H 0.464 4.126 4.317
H -1.724 7.314 6.626
H -1.911 -2.103 -1.170
O -3.050 -8.809 -3.757
O 10.758 -0.290 -5.252
O -3.143 -0.581 1.389
H -7.944 -1.112 8.419
O -1.495 10.348 9.601
O 0.879 7.297 4.203
C -1.393 8.189 7.179
O -3.258 -10.764 -2.269
H 2.140 -3.107 -1.938
O -0.461 7.550 2.123
S -5.684 -1.329 5.885
O -1.817 -1.460 3.189
C -1.943 -1.440 -3.188
C -0.723 -8.770 -3.619
S -5.436 2.630 0.974
O 0.544 5.389 2.694
H 2.300 -0.473 -3.221
O -2.757 -11.063 -4.678
H 9.836 2.413 -2.103
H -3.183 3.015 -1.556
S 1.321 -5.295 -3.310
C -2.425 -2.183 -2.136
H 3.585 -2.556 -2.626
C 6.190 -1.401 -5.687
H -0.098 3.409 2.790
H 11.441 3.488 -3.590
C -6.017 -0.164 8.060
H -1.952 4.304 4.520
H 0.464 7.208 7.664
C -4.042 3.320 -0.963
S -2.640 -10.341 -3.467
H -4.004 -2.404 1.811
H -1.722 9.093 6.661
O -5.935 -0.497 4.765
H 0.119 -2.553 -2.542
O -1.964 8.198 8.491
H -0.458 -8.837 -4.678
C -1.485 4.826 3.689
C -0.093 4.312 3.397
H 12.478 2.410 -2.629
H -2.088 -7.645 -2.368
C 2.208 -3.811 -3.890
S -1.000 9.027 9.480
C -3.508 -3.003 -2.339
H -5.542 -0.056 9.031
S -0.023 6.789 3.233
O -5.000 1.803 2.040
O 0.297 9.063 8.527
O -6.803 2.820 0.666
O -1.080 -10.075 -3.168
H 0.638 8.572 6.537
O -4.942 -2.534 5.776
H -6.520 0.768 7.796
C -0.710 -0.581 -2.898
C -3.659 4.193 0.210
H -4.083 -2.343 -5.609
C 1.752 -1.409 -3.274
C -1.974 -7.939 -3.414
H 0.128 -8.393 -3.056
O 9.630 1.449 -3.935
O -1.310 6.213 4.005
H 5.535 -0.526 -5.710
C -3.949 -1.406 2.250
O 7.665 -0.784 -3.985
H -2.130 4.757 2.810
H -2.119 -0.831 -5.199
H 0.656 -1.407 -1.359
N 1.505 -3.061 -4.942
C 2.534 -2.715 -2.884
S 10.614 1.119 -5.157
H 1.261 -3.554 -5.795
H -1.005 0.104 -2.099
H 6.086 -1.956 -6.615
H 3.160 -4.159 -4.300
C -3.623 -2.295 -4.630
H 7.919 -0.110 -5.941
O 5.698 -0.845 -2.525
H -3.384 -0.497 4.124
C -3.210 -1.417 3.565
C -4.082 -3.041 -3.588
O -5.034 -0.447 7.051
O -0.922 -1.516 0.911
C -6.966 -1.342 8.007
C 1.287 -1.840 -4.647
```

HOMO = -11.89 eV
E_LUMO = -4.20 eV
F_max = 0.056 hartree/bohr
Orbital gap = 7.7 eV
Net charge = +1

Here are the Löwdin charges for atoms 1 to 8, given in e: number 1, C, carries -0.15; number 2, H, carries 0.14; number 3, C, carries -0.06; number 4, O, carries -0.23; number 5, O, carries -0.21; number 6, O, carries -0.19; number 7, O, carries -0.18; number 8, H, carries 0.14

No. 2
Computed, not measured: C35H50Cl2N3OP3RhSi as an isolated structure, with wB97M-V/def2-TZVPD.

```
96
C35H50Cl2N3OP3RhSi (wB97M-V/def2-TZVPD)
P -0.668 1.925 1.527
H 2.563 3.681 2.158
C -1.682 3.097 0.618
C 1.068 2.028 3.700
H -4.383 1.099 -3.378
H 0.209 -0.666 3.177
C 1.765 3.207 1.584
H 1.445 1.054 3.391
H -4.929 7.709 1.122
H 2.579 -0.651 -3.859
C -2.166 -0.356 -3.241
C 0.053 4.198 3.088
C 5.417 -1.788 2.308
H -1.796 0.057 -4.179
C -2.883 5.034 -0.793
H 2.660 -0.692 5.034
C -3.012 4.959 0.615
Rh 0.330 0.372 -0.069
C -2.249 -4.630 0.792
H -0.866 -2.393 4.616
C 3.356 1.154 -1.524
H 4.148 -1.572 5.365
H -3.380 6.132 -2.551
H 3.361 -1.738 -0.268
H 4.373 1.635 4.134
C 2.824 -0.303 1.865
N -2.214 4.061 -1.512
H -2.560 -5.534 -1.116
Cl -3.084 -5.872 1.610
H -1.406 -1.016 -2.828
C -4.217 7.047 -0.795
C 1.678 -0.335 -3.329
H -2.105 -4.263 3.538
H -0.360 1.732 -3.984
C -3.491 6.091 -1.477
H -0.819 4.052 3.723
H 3.820 1.156 -0.540
H 5.956 0.889 3.949
H -3.847 5.854 2.360
C -3.320 0.181 -1.062
C -3.538 1.695 -3.026
H 2.907 -2.305 4.354
C 0.601 2.881 2.519
H 3.771 -1.792 -2.007
P -1.070 1.640 -1.631
C 2.964 -1.704 -1.277
H 0.270 1.902 4.431
H -2.676 -0.453 -0.449
H -4.681 7.857 -1.337
H -3.910 2.501 -2.401
H 2.907 2.131 -1.701
C -1.631 -3.493 2.947
H 5.157 1.613 2.558
H 0.911 -1.098 -3.440
H 2.186 2.314 1.113
C -1.866 1.299 2.751
C -0.953 -2.457 3.541
C -2.588 0.754 -2.278
N -2.387 3.966 1.347
H 1.329 0.596 -3.760
Cl -1.241 -3.841 -2.973
H -1.426 0.748 3.575
H 6.221 -2.003 3.012
C -1.660 3.100 -0.767
P 2.093 -0.143 -1.573
H -3.062 2.142 -3.899
H -2.596 0.675 2.234
H 4.953 -2.735 2.036
N -0.448 -1.478 1.426
C -1.665 -3.558 1.545
H 2.269 -2.529 -1.424
H -2.377 2.188 3.127
C -0.902 -2.566 -0.619
C -1.454 -3.715 -1.288
H -0.915 3.282 -3.308
H 4.110 0.965 -2.289
O -0.294 -1.653 -1.215
H -3.042 -0.958 -3.484
Si 4.185 -0.608 3.077
H -0.217 4.907 2.313
H -3.701 0.983 -0.427
H 1.881 2.555 4.202
H -4.170 -0.416 -1.396
C -3.758 5.931 1.285
C -1.042 -2.522 0.835
C -2.132 -4.696 -0.586
C -0.321 2.385 -3.118
C -4.356 6.963 0.591
H 0.847 4.632 3.700
C 1.888 -0.046 1.133
H 0.709 2.686 -2.925
H 1.448 3.906 0.809
H 5.870 -1.363 1.413
C 3.401 -1.365 4.599
C -0.364 -1.472 2.742
C 4.991 1.035 3.467
```

HOMO (spin up / spin down) = -7.30 / -9.76 eV
Multiplicity = 5
E_LUMO (spin up / spin down) = -3.70 / -5.74 eV
F_max = 0.010 hartree/bohr
Orbital gap (spin up / spin down) = 3.6 / 4.0 eV
Net charge = +1
Energy above the lowest of the compared OMol25 structures with the same formula, charge and spin = 0.000 eV

Here are the Löwdin charges for atoms 1 to 8, given in e: number 1, P, carries 0.99; number 2, H, carries 0.09; number 3, C, carries -0.48; number 4, C, carries -0.10; number 5, H, carries 0.09; number 6, H, carries 0.09; number 7, C, carries -0.10; number 8, H, carries 0.03

No. 3
Computed, not measured: a 3-piece molecular cluster, C2H11NO3 overall in a non-equilibrium geometry, with wB97M-V/def2-TZVPD.

```
17
C2H11NO3 (wB97M-V/def2-TZVPD)
H -1.151 1.388 0.607
H -0.252 0.849 2.523
H 0.281 -1.673 2.052
H -1.138 -1.175 -0.109
O -0.520 0.307 1.847
N 0.809 -1.941 -0.671
H 0.598 -2.983 -0.377
O 0.045 1.476 -2.795
C -0.067 -0.896 -0.064
H -0.759 2.856 0.731
O -1.106 2.175 0.206
H 0.471 0.571 -2.752
H 0.688 -1.807 -1.644
H 0.166 -0.033 -0.713
H 1.408 -0.416 1.767
C 0.382 -0.797 1.408
H 0.143 2.101 -2.017
```

HOMO (spin up / spin down) = -14.57 / -14.57 eV
Multiplicity = 2
E_LUMO (spin up / spin down) = -4.24 / -9.75 eV
F_max = 0.118 hartree/bohr
Orbital gap (spin up / spin down) = 10.3 / 4.8 eV
Net charge = +1
Energy above the lowest of the compared OMol25 structures with the same formula, charge and spin = 3.363 eV

Here are the natural (NBO) charges for atoms 1 to 8, given in e: number 1, H, carries 0.47; number 2, H, carries 0.50; number 3, H, carries 0.22; number 4, H, carries 0.32; number 5, O, carries -0.74; number 6, N, carries -0.23; number 7, H, carries 0.44; number 8, O, carries -0.95

No. 4
Computed, not measured: a 2-piece molecular cluster, C4H13N2 overall in a non-equilibrium geometry, with wB97M-V/def2-TZVPD.

```
19
C4H13N2 (wB97M-V/def2-TZVPD)
H 2.093 0.657 1.410
H 2.185 0.647 -1.051
H 0.061 -1.644 1.396
H -1.725 2.259 -0.176
C -0.647 -1.461 0.599
N -1.371 -0.414 0.655
C 2.562 -0.129 0.816
H -3.195 0.305 -0.064
H 3.662 -0.006 0.781
H -1.995 1.752 -1.861
N 2.037 -0.220 -0.516
C -1.559 1.473 -0.905
H 2.328 -1.046 1.364
H -2.139 -0.559 -1.260
H 2.493 -1.009 -1.002
H -1.352 0.105 1.534
C -2.185 0.147 -0.439
H -0.491 1.288 -1.045
H -0.760 -2.146 -0.236
```

HOMO (spin up / spin down) = -20.56 / -20.57 eV
Multiplicity = 2
E_LUMO (spin up / spin down) = -8.86 / -13.26 eV
F_max = 0.071 hartree/bohr
Orbital gap (spin up / spin down) = 11.7 / 7.3 eV
Net charge = +2
Energy above the lowest of the compared OMol25 structures with the same formula, charge and spin = 1.522 eV

Here are the natural (NBO) charges for atoms 1 to 8, given in e: number 1, H, carries 0.27; number 2, H, carries 0.44; number 3, H, carries 0.22; number 4, H, carries 0.24; number 5, C, carries 0.09; number 6, N, carries -0.36; number 7, C, carries -0.50; number 8, H, carries 0.27

No. 5
Computed, not measured: a 3-piece molecular cluster, C4H13NO2 overall in a non-equilibrium geometry, with wB97M-V/def2-TZVPD.

```
20
C4H13NO2 (wB97M-V/def2-TZVPD)
H -4.221 1.269 1.034
N -0.998 -0.558 0.920
H 4.708 -0.515 -0.596
H 3.223 -0.442 -0.519
H 1.316 0.403 -1.334
C -0.147 -1.842 -0.965
H -4.439 0.244 -0.018
C -0.131 -0.514 -0.239
H 1.158 1.566 1.384
H 0.628 -1.876 -1.722
O 3.987 0.128 -0.657
H -1.612 0.234 1.066
H 1.009 2.641 -0.027
C 0.621 1.741 0.453
C 0.611 0.589 -0.526
H 0.285 -2.520 -0.200
H -0.456 1.865 0.698
O -4.008 0.355 0.832
H -0.443 -0.577 1.771
H -1.091 -2.190 -1.355
```

HOMO = -8.69 eV
Structure (SMILES) = C/C=C(/C)N.O.O
E_LUMO = 0.70 eV
F_max = 0.051 hartree/bohr
Orbital gap = 9.4 eV
Energy above the lowest of the compared OMol25 structures with the same formula, charge and spin = 1.338 eV

Here are the natural (NBO) charges for atoms 1 to 8, given in e: number 1, H, carries 0.46; number 2, N, carries -0.88; number 3, H, carries 0.46; number 4, H, carries 0.47; number 5, H, carries 0.20; number 6, C, carries -0.64; number 7, H, carries 0.47; number 8, C, carries 0.19

No. 6
Computed, not measured: C3O3Tl as an isolated structure in a non-equilibrium geometry, with wB97M-V/def2-TZVPD.

```
7
C3O3Tl (wB97M-V/def2-TZVPD)
O 1.524 -2.102 0.507
C 1.120 -1.037 -0.096
Tl -6.069 3.082 1.203
O 0.763 1.163 -1.218
O -0.128 1.947 -0.860
C 1.828 -3.124 1.011
C 0.962 0.072 -0.547
```

HOMO (spin up / spin down) = -33.90 / -35.07 eV
E_LUMO (spin up / spin down) = -28.41 / -26.82 eV
F_max = 0.128 hartree/bohr
Orbital gap (spin up / spin down) = 5.5 / 8.3 eV
Net charge = +5

What are the natural (NBO) partial charges on each atom? They are as follows, in elementary charge units: number 1, O, carries -0.52; number 2, C, carries 0.84; number 3, Tl, carries 2.00; number 4, O, carries 0.21; number 5, O, carries 0.50; number 6, C, carries 1.31; number 7, C, carries 0.66